(1)
{
  "formula": "C6H8ClNOS",
  "method": "wB97M-V/def2-TZVPD",
  "lumo_energy_ev": -0.4,
  "homo_lumo_gap_ev": 8.63,
  "homo_ev": -9.0,
  "de_lowest_kcal_mol": 67.4,
  "symbols": ["C", "C", "C", "C", "C", "C", "N", "O", "S", "Cl", "H", "H", "H", "H", "H", "H", "H", "H"],
  "xyz": [[2.1574, 0.4159, -1.0506], [2.1375, -0.4755, -0.0409], [0.8964, 1.1131, -1.1975], [0.9402, -1.1853, 0.4949], [-0.3202, -0.5905, -0.1155], [-2.6080, 0.7593, 0.4642], [-0.2121, 0.6014, -0.7848], [-1.1107, -0.0423, 2.4099], [-1.7110, -0.5809, 1.2153], [-0.9191, -2.0091, -1.3110], [3.0440, 0.7117, -1.4773], [3.1827, -0.9215, 0.2688], [0.7811, 2.0171, -1.5648], [1.2796, -2.1705, 0.2373], [0.9202, -1.1014, 1.5934], [-3.3553, 1.1865, 1.0685], [-3.0005, 0.5748, -0.5326], [-2.1020, 1.6973, 0.3231]],
  "lowdin_charge": [-0.040, -0.063, -0.069, -0.226, -0.825, -0.286, 0.007, -0.515, 0.868, 0.487, 0.074, 0.153, 0.073, 0.104, 0.117, 0.033, 0.062, 0.047]
}

***

(2)
{
  "formula": "C6H8ClOPS",
  "method": "wB97M-V/def2-TZVPD",
  "lumo_energy_ev": 0.6,
  "homo_lumo_gap_ev": 8.85,
  "homo_ev": -8.3,
  "smiles": "Clc1ccsc1.C/C=P\\O",
  "de_lowest_kcal_mol": 0.0,
  "symbols": ["Cl", "C", "C", "C", "S", "C", "H", "H", "H", "C", "C", "P", "O", "H", "H", "H", "H", "H"],
  "xyz": [[-0.5713, -1.9336, -0.9804], [-1.5987, -0.6861, -0.3951], [-1.9399, 0.4691, -1.1397], [-2.7463, 1.3013, -0.4354], [-3.1046, 0.6917, 1.1292], [-2.1599, -0.7071, 0.8419], [-1.6094, 0.6480, -2.1455], [-3.1564, 2.2445, -0.7354], [-2.0608, -1.4539, 1.6032], [2.2882, 0.8486, -0.4170], [2.6058, -0.6025, -0.2911], [2.1256, -1.6581, 0.9087], [1.2393, -0.6591, 1.8865], [3.2045, 1.4425, -0.4135], [1.7753, 1.0430, -1.3616], [1.6535, 1.1737, 0.4025], [3.2220, -1.0331, -1.0688], [0.8332, -1.1289, 2.6116]],
  "lowdin_charge": [0.666, -0.797, -0.204, -0.415, 0.986, -0.453, 0.105, 0.062, 0.066, -0.178, -0.508, 0.834, -0.402, 0.069, 0.068, 0.052, 0.029, 0.020]
}

***

(3)
{
  "formula": "C6H8CuLiO6",
  "method": "wB97M-V/def2-TZVPD",
  "lumo_energy_ev": -0.5,
  "homo_lumo_gap_ev": 6.33,
  "homo_ev": -6.8,
  "de_lowest_kcal_mol": 12.1,
  "symbols": ["O", "C", "C", "O", "O", "C", "H", "H", "H", "H", "Cu", "O", "O", "C", "C", "O", "C", "H", "H", "H", "H", "Li"],
  "xyz": [[-1.6734, 0.3868, 0.3278], [-1.8612, -0.6842, -0.4483], [-2.8990, 1.1512, 0.3983], [-1.0003, -1.4973, -0.6942], [-3.1304, -0.8351, -0.7699], [-3.9372, 0.1348, -0.0697], [-2.8055, 2.0077, -0.2787], [-3.0364, 1.4848, 1.4291], [-4.6656, 0.5441, -0.7738], [-4.4405, -0.3789, 0.7574], [0.5894, 0.6904, 1.2517], [1.3218, 1.7926, -0.6169], [2.4044, -0.0367, -1.3452], [3.3443, 0.0328, -0.2577], [3.0477, -1.0956, 0.7361], [1.6972, -1.1689, 1.0339], [1.3672, 0.9453, -1.5097], [4.3548, -0.0610, -0.6837], [3.2582, 1.0140, 0.2310], [3.6867, -0.9176, 1.6287], [3.4259, -2.0455, 0.2906], [0.9520, -1.4636, -0.6367]],
  "lowdin_charge": [0.022, -0.563, -0.065, 0.089, 0.101, -0.072, 0.146, 0.139, 0.139, 0.139, 0.521, -0.150, -0.246, -0.223, -0.389, -0.397, -0.307, 0.121, 0.104, 0.110, 0.110, 0.672]
}

***

(4)
{
  "formula": "C6H8EuLiO6",
  "method": "wB97M-V/def2-TZVPD",
  "lumo_energy_ev": [-0.9, -0.7],
  "homo_lumo_gap_ev": [3.02, 7.26],
  "homo_ev": [-3.9, -8.0],
  "de_lowest_kcal_mol": 0.0,
  "multiplicity": 9,
  "symbols": ["O", "C", "C", "O", "O", "C", "H", "H", "H", "H", "Li", "Eu", "O", "C", "C", "O", "O", "C", "H", "H", "H", "H"],
  "xyz": [[-0.2593, 2.1233, 1.5248], [-0.9270, -1.9196, 2.0415], [-0.3942, 0.9307, 1.7407], [-0.6051, -2.3943, 3.1490], [-1.8569, -0.9507, 2.0883], [-1.5891, 0.1608, 1.2529], [0.2834, 0.4036, 2.4418], [2.8886, -2.7028, 1.4246], [-1.4311, -0.1388, 0.2093], [-2.4660, 0.8217, 1.3138], [1.5343, 2.8372, 1.9052], [0.3338, -4.0542, 1.7206], [3.6014, 0.1115, 3.0031], [2.9490, 1.1941, 2.5372], [3.9563, -0.9279, 2.0881], [2.5029, 1.9800, 3.4081], [2.7744, 1.3488, 1.3054], [2.7383, -1.6160, 1.4991], [4.5643, -1.6254, 2.6773], [4.5977, -0.5179, 1.2976], [2.7024, -1.3989, 0.4218], [1.7908, -1.1944, 1.9365]],
  "lowdin_charge": [-0.018, -0.575, -0.178, -0.237, -0.101, -0.157, 0.130, 0.021, 0.134, 0.143, 0.757, 1.009, -0.001, -0.822, -0.222, -0.070, -0.072, -0.119, 0.120, 0.122, 0.074, 0.061]
}

***

(5)
{
  "formula": "C6H8EuO6",
  "method": "wB97M-V/def2-TZVPD",
  "lumo_energy_ev": [-12.2, -13.8],
  "homo_lumo_gap_ev": [8.43, 6.83],
  "homo_ev": [-20.7, -20.6],
  "charge": 3,
  "multiplicity": 9,
  "symbols": ["O", "C", "O", "O", "C", "C", "C", "C", "Eu", "H", "H", "H", "H", "H", "H", "O", "C", "O", "H", "O", "H"],
  "xyz": [[3.3680, 1.3253, -1.4790], [2.8259, 0.7093, -0.4570], [2.4196, 1.3507, 0.5160], [2.7679, -0.5661, -0.5762], [2.0678, -1.3402, 0.4457], [0.5921, -1.3170, 0.1831], [-0.2754, -0.7614, 1.0347], [-1.7557, -0.7905, 0.8247], [2.1954, 3.5077, 1.4425], [2.3256, -0.9285, 1.4273], [2.4834, -2.3453, 0.3369], [0.2490, -1.7904, -0.7417], [0.0748, -0.2629, 1.9424], [-2.2782, -1.0670, 1.7452], [-2.0712, -1.4576, 0.0131], [-2.2843, 0.5471, 0.5454], [-2.2279, 1.0769, -0.6029], [-2.3913, 2.2640, -0.9229], [-2.6553, 1.8343, -2.1268], [-2.4741, 0.4313, -1.7908], [-2.9561, -0.4197, -1.7596]],
  "lowdin_charge": [0.371, -0.633, -0.132, 0.134, -0.061, -0.019, -0.045, -0.058, 1.930, 0.141, 0.165, 0.147, 0.130, 0.163, 0.146, 0.152, -0.484, 0.216, 0.378, 0.169, 0.193]
}

***

(6)
{
  "formula": "C6H8F2",
  "method": "wB97M-V/def2-TZVPD",
  "lumo_energy_ev": 0.7,
  "homo_lumo_gap_ev": 9.70,
  "homo_ev": -9.0,
  "smiles": "C=CC=C(CF)CF",
  "de_lowest_kcal_mol": 20.9,
  "symbols": ["C", "C", "C", "C", "C", "F", "C", "F", "H", "H", "H", "H", "H", "H", "H", "H"],
  "xyz": [[-2.5139, -0.0186, 0.2073], [-1.6896, -0.8256, -0.4920], [-0.2633, -0.9913, -0.3175], [0.6926, -0.0692, -0.0336], [2.0957, -0.5294, 0.2626], [3.0111, 0.1580, -0.5411], [0.5344, 1.4324, 0.0687], [-0.6024, 1.9493, -0.5203], [-3.5741, 0.0429, -0.0216], [-2.1112, 0.6526, 0.9482], [-2.1320, -1.5428, -1.2022], [0.0982, -2.0270, -0.4206], [2.1771, -1.5564, 0.0822], [2.3614, -0.2780, 1.3305], [1.3631, 1.8572, -0.4551], [0.5530, 1.7458, 1.1044]],
  "lowdin_charge": [0.028, -0.177, -0.064, -0.182, -0.159, -0.057, -0.157, -0.040, 0.059, 0.057, 0.101, 0.113, 0.094, 0.143, 0.113, 0.128]
}

***

(7)
{
  "formula": "C6H8FN",
  "method": "wB97M-V/def2-TZVPD",
  "lumo_energy_ev": 0.8,
  "homo_lumo_gap_ev": 11.73,
  "homo_ev": -10.9,
  "smiles": "C[C@H](F)C1(C#N)CC1",
  "de_lowest_kcal_mol": 22.3,
  "symbols": ["C", "C", "F", "C", "C", "N", "C", "C", "H", "H", "H", "H", "H", "H", "H", "H"],
  "xyz": [[-1.8434, -0.2833, -0.3117], [-0.4990, -0.9869, -0.3104], [-0.5639, -2.0047, 0.6432], [0.7090, -0.1180, -0.0305], [1.8989, -0.9284, -0.0960], [2.8512, -1.5723, -0.1846], [0.8852, 1.3725, -0.3630], [0.6416, 0.8925, 1.0534], [-2.1470, 0.0860, 0.7187], [-2.6353, -1.0447, -0.5548], [-1.9360, 0.6011, -0.9898], [-0.3906, -1.5439, -1.2508], [0.0675, 1.8735, -0.8645], [1.8641, 1.6640, -0.7176], [-0.3387, 1.0533, 1.4612], [1.4363, 0.9392, 1.7973]],
  "lowdin_charge": [-0.041, -0.342, -0.009, -0.387, -0.174, 0.172, -0.022, -0.063, 0.096, 0.097, 0.092, 0.152, 0.097, 0.111, 0.097, 0.122]
}

***

(8)
{
  "formula": "C6H8FNO2",
  "method": "wB97M-V/def2-TZVPD",
  "lumo_energy_ev": 0.8,
  "homo_lumo_gap_ev": 9.53,
  "homo_ev": -8.7,
  "smiles": "C/C([C@H]1C=C(F)C1)=[N+](\\[O-])O",
  "de_lowest_kcal_mol": 136.3,
  "symbols": ["C", "C", "C", "C", "C", "F", "C", "N", "O", "O", "H", "H", "H", "H", "H", "H", "H", "H"],
  "xyz": [[0.2938, 1.3575, -1.6414], [-0.3660, 0.9330, -0.3867], [0.4110, -0.2072, 0.5588], [0.2518, -1.4484, 1.7679], [0.8412, -2.2568, 0.9098], [1.2625, -3.5214, 1.0408], [1.0034, -1.3763, -0.2802], [-1.4890, 1.4282, -0.0102], [-2.1630, 2.3001, -0.5676], [-2.0099, 0.9307, 1.1981], [0.2755, 2.4456, -1.7041], [-0.2485, 0.9721, -2.5079], [1.3214, 1.0083, -1.6817], [1.2263, 0.3904, 0.9738], [-0.1626, -1.4280, 2.7479], [0.3793, -1.6716, -1.1235], [2.0299, -1.2464, -0.6255], [-2.8571, 1.3902, 1.3318]],
  "lowdin_charge": [-0.022, -0.171, -0.085, 0.115, -0.339, 0.076, -0.121, -0.321, -0.023, 0.057, 0.091, 0.097, 0.080, 0.116, 0.085, 0.124, 0.116, 0.122]
}

***

(9)
{
  "formula": "C6H8IrO5",
  "method": "wB97M-V/def2-TZVPD",
  "lumo_energy_ev": [-8.1, -12.6],
  "homo_lumo_gap_ev": [9.52, 5.47],
  "homo_ev": [-17.7, -18.1],
  "charge": 2,
  "de_lowest_kcal_mol": 19.1,
  "multiplicity": 6,
  "symbols": ["Ir", "O", "O", "C", "C", "O", "C", "H", "H", "H", "H", "O", "C", "C", "O", "C", "H", "H", "H", "H"],
  "xyz": [[1.3672, 2.7218, -0.0971], [-0.2318, 2.0828, 0.4669], [-2.0706, 0.9479, 0.4517], [-2.8371, 0.3389, 1.4998], [-1.7623, -0.3593, 2.3382], [-0.5499, 0.2445, 1.8743], [-0.7822, 1.0204, 0.8124], [-3.3652, 1.1243, 2.0524], [-3.5525, -0.3528, 1.0449], [-1.7107, -1.4397, 2.1640], [-1.8523, -0.1478, 3.4085], [1.4459, 0.5377, -1.0761], [2.0832, -0.0099, -2.2710], [2.1244, -1.4932, -1.9274], [1.4520, -1.5504, -0.6288], [1.0561, -0.3968, -0.2474], [1.4354, 0.2682, -3.1063], [3.0576, 0.4773, -2.3593], [3.1349, -1.8869, -1.7849], [1.5581, -2.1269, -2.6149]],
  "lowdin_charge": [1.646, -0.208, 0.120, -0.031, -0.032, 0.072, -0.486, 0.159, 0.158, 0.156, 0.160, -0.243, -0.050, -0.027, 0.089, -0.093, 0.151, 0.147, 0.156, 0.156]
}

***

(10)
{
  "formula": "C6H8KLiO5",
  "method": "wB97M-V/def2-TZVPD",
  "lumo_energy_ev": -0.8,
  "homo_lumo_gap_ev": 6.14,
  "homo_ev": -6.9,
  "de_lowest_kcal_mol": 0.0,
  "symbols": ["K", "O", "O", "C", "C", "O", "C", "H", "H", "H", "H", "Li", "O", "C", "C", "O", "C", "H", "H", "H", "H"],
  "xyz": [[3.8943, 2.4528, 1.5949], [1.7680, 2.2364, -0.1176], [1.5765, 0.2494, -1.3091], [2.6464, -0.6367, -1.0493], [2.4406, -0.9731, 0.4179], [1.9614, 0.2552, 0.9354], [1.2975, 1.0161, -0.1321], [2.5664, -1.5033, -1.7157], [3.6174, -0.1390, -1.2131], [3.3623, -1.2517, 0.9421], [1.6824, -1.7607, 0.5492], [-2.4574, 1.2867, 0.6958], [-0.9106, 1.9885, -0.2635], [-4.2324, -0.2784, 0.2408], [-3.1400, -1.0003, -0.1717], [-0.7817, -0.0483, 0.5626], [-0.2417, 0.9777, 0.0539], [-4.7905, 0.2913, -0.5109], [-4.6916, -0.5097, 1.2080], [-2.8129, -0.8711, -1.2089], [-2.7545, -1.7817, 0.4915]],
  "lowdin_charge": [0.928, -0.201, -0.026, -0.177, -0.189, -0.129, -0.680, 0.122, 0.114, 0.112, 0.122, 0.742, -0.090, -0.135, -0.074, -0.099, -0.590, 0.051, 0.048, 0.080, 0.072]
}